(1)
A structure of composition C37H36N2O8TeV. Source: the OMol25 dataset; level of theory: wB97M-V/def2-TZVPD.

CARTESIAN COORDINATES (ANGSTROEM)
1 Te -2.64 -1.03 4.19
2 V 0.63 -1.35 0.04
3 O -0.16 -4.13 -0.70
4 O 2.76 -0.98 -3.43
5 O 0.31 0.67 0.55
6 O 1.20 -1.62 1.92
7 O -3.12 3.75 1.73
8 O -1.79 1.90 -0.11
9 O 2.66 -1.24 3.57
10 O 1.19 -1.24 -1.85
11 N -1.50 -1.26 -0.10
12 N 2.74 -0.51 0.06
13 C -6.04 6.13 -1.10
14 C -1.10 -0.97 -5.10
15 C 3.42 -1.05 -1.12
16 C -3.01 1.51 -0.20
17 C -1.81 -0.43 2.31
18 C 1.46 1.44 0.84
19 C -5.51 -1.86 3.52
20 C -1.90 0.36 -3.27
21 C -4.83 4.77 0.49
22 C 0.70 -3.49 -0.12
23 C -5.43 1.92 -0.19
24 C -6.82 -1.69 3.09
25 C -6.39 7.01 -0.09
26 C -5.27 5.01 -0.81
27 C 2.34 -1.24 2.40
28 C -1.54 0.25 -4.60
29 C -7.26 -0.45 2.66
30 C 1.86 -4.27 0.51
31 C -1.31 -1.96 -2.93
32 C -5.96 6.78 1.21
33 C -0.99 -2.07 -4.27
34 C -2.12 -1.46 1.23
35 C -3.94 3.61 0.84
36 C 2.55 0.95 -0.10
37 C -4.64 -0.17 -0.99
38 C -5.72 0.68 -0.74
39 C -1.77 -0.75 -2.42
40 C -5.08 0.47 3.11
41 C -4.13 2.34 0.11
42 C -7.13 0.25 -1.03
43 C 3.37 -0.86 1.33
44 C -3.35 0.20 -0.70
45 C -5.17 5.67 1.50
46 C -2.17 -0.65 -1.01
47 C 2.40 -1.09 -2.27
48 C -6.38 0.63 2.67
49 C -4.63 -0.78 3.54
50 H -3.21 -1.48 1.08
51 H -8.28 -0.32 2.32
52 H -0.63 -3.01 -4.66
53 H -1.62 1.11 -5.25
54 H -7.49 -2.54 3.07
55 H 4.30 -0.47 -1.41
56 H -6.23 7.47 2.00
57 H 3.73 -2.08 -0.91
58 H -7.00 7.88 -0.31
59 H 1.77 -5.34 0.28
60 H -5.17 -2.84 3.83
61 H -0.82 -1.05 -6.15
62 H -1.21 -2.81 -2.26
63 H 1.85 -4.11 1.59
64 H -0.75 -0.30 2.48
65 H -6.71 1.60 2.33
66 H -6.25 2.58 0.04
67 H -2.25 1.30 -2.86
68 H 4.02 -0.06 1.71
69 H -4.81 -1.15 -1.42
70 H -0.53 1.18 0.21
71 H 1.74 1.25 1.88
72 H 3.50 1.47 0.04
73 H -6.36 6.31 -2.11
74 H 2.81 -3.90 0.14
75 H 4.00 -1.74 1.19
76 H -2.25 0.54 2.08
77 H -7.83 1.05 -0.78
78 H -7.27 0.00 -2.08
79 H -4.80 5.49 2.50
80 H 1.26 2.50 0.73
81 H -5.00 4.31 -1.59
82 H 2.20 1.13 -1.12
83 H -1.81 -2.45 1.55
84 H -4.41 1.32 3.12
85 H -7.41 -0.63 -0.45

Electronic energy: -91299.0507 eV
HOMO (spin up / spin down): -4.90 / -4.79 eV
Net charge: -1
⟨S²⟩: 2.020
HOMO-LUMO gap (spin up / spin down): 7.24 / 7.13 eV
Multiplicity: 3

=====

(2)
A cluster of 2 separate species, C20H43BN2OPSi in total in a non-equilibrium geometry. Source: the OMol25 dataset; level of theory: wB97M-V/def2-TZVPD.

CARTESIAN COORDINATES (ANGSTROEM)
1 P -5.31 1.06 -1.68
2 Si 1.78 1.95 -1.03
3 O 2.95 -0.72 6.09
4 N 2.99 -0.62 3.22
5 N -4.04 2.09 -1.54
6 C -0.64 2.78 -5.24
7 C 1.64 0.22 -0.25
8 C 2.54 -1.85 5.34
9 C 2.06 -1.53 3.91
10 C 0.86 2.17 -2.68
11 C 2.07 -0.98 -1.19
12 C 0.66 -0.93 3.85
13 C 3.58 2.57 -1.23
14 C 0.93 3.15 0.21
15 C 0.07 3.41 -2.86
16 C 0.86 1.24 -3.82
17 C 0.14 1.54 -5.06
18 C -2.13 -2.72 -0.92
19 C 1.89 0.00 6.69
20 C -3.16 -1.60 -0.42
21 C -0.65 3.71 -4.11
22 C 0.51 -3.09 -0.90
23 C -0.69 -2.08 -0.77
24 C -4.61 -1.78 -1.02
25 C 1.82 -2.33 -0.35
26 B -4.78 -0.71 -2.29
27 H -2.32 -2.96 -1.99
28 H -5.94 1.03 -0.39
29 H -1.16 3.01 -6.20
30 H 1.79 -2.43 5.89
31 H 3.15 0.18 3.84
32 H -5.33 -1.42 -0.22
33 H 2.37 0.21 0.63
34 H 1.21 4.22 0.04
35 H -3.73 -0.55 -2.85
36 H 0.27 -0.97 2.83
37 H -5.64 -1.11 -3.02
38 H 2.68 -3.06 -0.49
39 H 0.13 0.84 -5.93
40 H -4.18 2.88 -2.18
41 H -0.19 2.99 0.06
42 H 1.45 0.30 -3.77
43 H 1.07 -0.65 7.01
44 H 3.70 3.17 -2.17
45 H 0.64 0.12 4.16
46 H -3.12 -1.49 0.70
47 H -0.64 -1.23 -1.51
48 H 2.03 -2.47 3.35
49 H -2.75 -0.64 -0.84
50 H -1.20 4.68 -4.20
51 H 0.62 0.11 0.20
52 H -0.03 -1.48 4.49
53 H 2.28 0.51 7.58
54 H 3.18 -0.96 -1.38
55 H -0.64 -1.65 0.27
56 H 1.52 0.77 6.01
57 H 4.33 1.74 -1.14
58 H 1.46 -1.09 -2.12
59 H 1.75 -2.14 0.75
60 H -0.03 4.18 -2.07
61 H 3.91 -1.07 3.17
62 H 3.43 -2.49 5.26
63 H -6.18 1.69 -2.64
64 H -4.87 -2.84 -1.30
65 H 0.35 -4.08 -0.40
66 H 0.69 -3.25 -2.01
67 H 1.14 2.79 1.26
68 H 3.77 3.28 -0.36
69 H -2.25 -3.63 -0.28

Electronic energy: -44306.3694 eV
HOMO: -3.24 eV
Net charge: -1
HOMO-LUMO gap: 5.54 eV

=====

Q: Which of these has the highest electronic energy?
A: C20H43BN2OPSi

=====

Q: Which value of electronic energy does entry 2 give?
A: -44306.3694 eV

=====

Q: What is the formula in the second record?
A: C20H43BN2OPSi